Record 1
46
Properties=species:S:1:pos:R:3:forces:R:3:lowdin_charge:R:1 method="wB97M-V/def2-TZVPD" max_force_ev_per_a=4.79 e_tot_ev=-42123.081 orbital_gap_ev=4.637 relative_energy_kj_mol=580.4
K -1.0061 -2.1798 5.9944 0.105 0.154 -0.358 0.98
B 0.7079 -0.4632 0.5016 -0.197 0.239 -0.019 -0.45
H 1.2009 -1.1434 -0.1755 2.364 -2.501 -3.086 -0.13
H 0.9125 -0.9175 1.4587 0.582 -1.849 4.381 -0.14
H 1.1101 0.5381 0.5000 1.486 4.004 -0.240 -0.11
H -0.3332 -0.5508 0.2322 -4.404 0.026 -0.806 -0.12
C 0.8484 -3.8597 -4.1009 -1.641 -1.798 2.360 -0.25
C 1.4173 -2.6223 -4.6313 -0.459 2.745 0.367 -0.19
O 0.6879 -1.3935 -4.1337 0.487 -1.755 -1.047 -0.09
O 1.2562 -4.1129 -2.7202 0.648 0.145 -0.897 -0.09
H 0.9508 -4.7965 -4.6487 0.805 0.244 -0.229 0.12
H -0.2259 -3.8219 -3.9207 -0.431 0.661 -1.057 0.12
H 1.3508 -2.5734 -5.7182 0.128 0.132 0.112 0.12
H 2.4267 -2.4613 -4.2530 0.295 -0.461 -0.476 0.12
H 0.7548 -1.3895 -3.1760 0.077 0.229 0.290 0.06
H 1.1120 -3.2524 -2.3198 0.089 -0.046 0.777 0.06
C 5.9429 1.6848 2.7663 -0.068 -0.322 -1.596 -0.21
C 7.2543 2.2326 3.3064 0.384 -1.112 2.001 -0.24
O 7.1107 3.3829 4.1429 -0.880 0.695 -0.686 -0.08
O 6.2133 0.4122 2.0953 0.489 0.878 0.699 -0.09
H 5.6126 2.3869 2.0007 -0.473 0.124 0.071 0.12
H 5.1407 1.4900 3.4780 0.308 0.511 0.429 0.12
H 8.0002 2.3883 2.5271 -0.220 0.027 -0.182 0.12
H 7.6062 1.4715 4.0028 0.467 -0.528 -0.418 0.11
H 7.7266 3.3812 4.8793 0.060 -0.343 -0.273 0.08
H 5.4054 0.1388 1.6547 -0.122 0.060 -0.065 0.08
C -2.6178 4.1745 1.7341 -0.432 1.477 1.217 -0.31
C -1.6818 4.3469 2.9372 -1.622 -3.120 -0.312 -0.15
O -1.5075 2.8888 3.3061 0.592 1.527 0.817 -0.13
O -1.8565 3.8329 0.6443 0.428 -0.085 -1.369 -0.04
H -3.1745 5.1022 1.6009 0.234 0.341 -0.710 0.11
H -3.3991 3.4308 1.8907 0.097 -0.154 0.604 0.12
H -2.2045 4.7813 3.7894 0.305 0.050 0.042 0.11
H -0.7735 4.8736 2.6444 0.044 -0.231 0.213 0.12
H -0.9110 2.4426 2.7005 0.318 0.207 -0.193 0.06
H -1.6339 2.9041 0.7406 0.134 -0.194 -0.362 0.09
C -6.0065 -2.7789 -2.6979 -0.636 -2.036 -1.729 -0.25
C -5.9036 -1.6694 -1.7523 -0.457 1.910 0.640 -0.29
O -4.7481 -0.8660 -1.9808 -0.026 -1.119 0.348 -0.05
O -6.9680 -3.8083 -2.3247 0.741 0.744 0.241 -0.07
H -5.0410 -3.2743 -2.8001 0.034 -0.191 0.224 0.13
H -6.2697 -2.4799 -3.7125 0.097 0.447 -0.049 0.12
H -5.9097 -2.0969 -0.7496 -0.069 0.167 0.315 0.12
H -6.6959 -0.9287 -1.8609 -0.536 -0.388 0.182 0.13
H -4.0885 -1.4997 -1.6892 1.096 0.565 -0.167 0.08
H -7.7930 -3.3450 -2.1627 -0.224 -0.077 -0.003 0.07

=====

Record 2
46
Properties=species:S:1:pos:R:3:forces:R:3:lowdin_charge:R:1 method="wB97M-V/def2-TZVPD" max_force_ev_per_a=2.44 e_tot_ev=-30219.586 orbital_gap_ev=8.221 relative_energy_kj_mol=163.3
Na -1.4964 1.7194 1.4628 0.240 -0.193 -0.062 0.72
B -0.4666 0.4104 -0.3783 0.171 -0.280 -0.714 -0.33
H -1.4504 1.0602 -0.5253 -0.679 0.817 -0.076 -0.02
H 0.5214 1.0822 -0.4145 0.043 0.147 0.432 -0.01
H -0.5644 -0.2714 0.5868 0.066 -0.240 0.645 0.00
H -0.4194 -0.2644 -1.3739 0.188 -0.159 -0.028 0.03
C 0.3266 3.0516 -3.3099 0.135 0.191 0.482 -0.23
C -1.0833 2.5249 -3.3336 -0.073 -0.140 0.897 -0.26
O -1.1198 1.1385 -3.5639 -0.256 -0.371 -0.564 -0.06
O 1.0341 2.6716 -2.1321 0.258 0.231 0.058 -0.10
H 0.3035 4.1463 -3.2874 0.038 -0.042 -0.354 0.12
H 0.8820 2.6758 -4.1699 -0.065 0.172 -0.189 0.12
H -1.7098 3.0269 -4.0677 0.128 -0.081 -0.260 0.12
H -1.5301 2.7286 -2.3467 -0.049 0.200 -0.105 0.11
H -0.8870 0.6508 -2.7659 0.104 0.163 -0.010 0.02
H 0.5863 1.9897 -1.6148 -0.093 0.087 -0.451 -0.01
C -0.1515 -2.5107 3.3421 -0.111 1.124 -0.461 -0.28
C 0.4521 -2.7768 1.9943 -0.275 -1.387 -0.973 -0.23
O 0.3556 -4.1972 1.7060 0.231 0.602 0.176 -0.07
O 0.5135 -3.1712 4.3848 -0.175 0.023 0.272 -0.04
H -1.2173 -2.7426 3.3664 0.140 -0.634 0.031 0.12
H -0.1569 -1.4072 3.4538 0.353 -0.097 0.255 0.11
H 1.5036 -2.4700 1.9243 -0.029 0.127 0.317 0.12
H -0.0829 -2.2879 1.1775 -0.095 0.448 0.360 0.08
H 0.4784 -4.2595 0.7536 -0.087 -0.217 -0.003 0.08
H 1.4606 -3.0709 4.2490 0.014 -0.024 -0.005 0.09
C 3.4562 1.3904 1.2882 0.691 -0.445 -0.161 -0.25
C 3.8529 2.6025 2.0988 -0.243 -0.301 -0.572 -0.26
O 3.8201 2.3393 3.4859 -0.068 0.237 0.179 -0.05
O 2.1082 1.0108 1.5551 0.298 0.230 -0.064 -0.09
H 4.1504 0.5647 1.4919 -0.267 -0.056 0.332 0.12
H 3.5891 1.5767 0.2162 -0.092 0.321 0.067 0.13
H 3.1569 3.3896 1.7829 0.231 0.282 0.353 0.12
H 4.8782 2.8784 1.8514 -0.033 0.138 -0.068 0.12
H 2.9436 2.5486 3.8158 -0.032 -0.143 0.011 0.08
H 1.6970 1.0139 0.6853 -0.440 -0.274 0.164 0.00
C -3.6716 -1.7977 -1.8757 -0.256 0.598 0.192 -0.23
C -2.9581 -2.5770 -0.8036 2.336 0.248 -0.647 -0.19
O -1.5223 -2.4845 -1.0502 -0.106 -0.386 -0.194 -0.12
O -3.6104 -0.3960 -1.6276 -0.092 0.214 0.225 -0.08
H -4.7384 -2.0136 -1.9293 0.014 -0.203 0.029 0.12
H -3.2001 -2.0119 -2.8380 -0.088 -0.238 -0.013 0.13
H -3.1041 -3.6496 -0.9059 -0.584 0.020 0.450 0.12
H -3.0331 -2.1547 0.1976 -1.093 -0.324 0.145 0.12
H -1.2047 -1.5715 -0.9812 -0.243 -0.268 0.101 -0.03
H -2.6919 -0.1053 -1.5749 -0.053 -0.117 -0.200 0.02

=====

Record 3
57
Properties=species:S:1:pos:R:3:forces:R:3:lowdin_charge:R:1 method="wB97M-V/def2-TZVPD" max_force_ev_per_a=1.42 charge=+1 e_tot_ev=-61125.859 orbital_gap_ev=9.243
C 2.0175 1.8674 0.9882 0.244 0.103 0.487 -0.13
C 0.9498 1.0082 1.6642 0.442 0.086 -0.337 -0.30
C -0.2957 0.6436 0.8633 0.345 -0.222 0.203 -0.68
I 0.0514 0.2465 -1.2114 -0.284 -0.040 -0.112 1.06
N -1.4795 1.6036 1.0654 0.340 -0.135 -0.591 -0.03
S -1.2763 3.3341 0.8164 -0.959 0.195 1.023 0.62
O -2.5899 3.8230 0.7249 -0.157 0.001 -0.484 -0.17
O -0.3934 3.7764 1.8119 0.641 -0.011 -0.249 -0.17
F -0.6372 3.3109 -0.5668 0.167 -0.041 0.080 -0.11
H 2.4986 1.3495 0.1617 -0.184 0.056 -0.140 0.05
H 2.8018 2.0345 1.7290 -0.012 -0.005 0.004 0.09
H 1.6843 2.8587 0.6914 -0.072 -0.052 -0.210 0.05
H 1.4250 0.0578 1.9094 -0.101 -0.080 0.161 0.09
H 0.6821 1.4611 2.6219 -0.224 -0.078 0.004 0.12
H -0.6691 -0.3039 1.2442 -0.299 0.119 0.000 0.09
H -1.8144 1.5397 2.0338 0.135 0.014 0.066 0.18
H -2.2923 1.3086 0.4780 -0.573 -0.166 -0.312 0.07
C 2.0287 -2.5290 4.0003 0.091 -0.083 0.023 -0.67
O 2.1658 -1.3718 3.6109 -0.193 0.058 -0.090 -0.01
N 0.9591 -2.9032 4.7712 -0.051 0.019 -0.092 0.14
N 2.9133 -3.5082 3.7051 -0.237 0.131 -0.193 0.17
H 0.8231 -3.8366 5.1089 0.035 -0.004 0.019 0.09
H 0.2959 -2.1945 5.0173 0.030 0.022 0.055 0.09
H 3.7283 -3.2750 3.1638 0.166 -0.075 0.194 0.07
H 2.8164 -4.4526 4.0250 0.060 0.007 0.068 0.10
C -5.0009 0.7546 -0.6188 -0.313 0.051 -0.220 -0.63
O -3.8785 0.7625 -0.0981 0.646 0.071 0.352 -0.03
N -5.4132 1.7323 -1.4519 0.097 0.038 0.053 0.19
N -5.8787 -0.2475 -0.3777 0.119 0.010 0.071 0.18
H -6.3166 1.7515 -1.8932 0.016 0.013 -0.060 0.11
H -4.7731 2.4810 -1.6424 -0.033 0.038 -0.043 0.11
H -5.5889 -0.9847 0.2371 -0.004 -0.020 -0.004 0.11
H -6.7943 -0.2840 -0.7851 0.001 0.025 -0.023 0.11
C -5.8170 3.6913 -4.4704 0.139 0.046 -0.095 -0.70
O -6.9658 3.3235 -4.2992 0.031 -0.091 0.167 0.02
N -5.3265 4.8447 -3.9148 0.009 -0.121 0.177 0.15
N -4.9199 2.9787 -5.2166 -0.034 -0.039 0.095 0.15
H -4.3848 5.1636 -4.0395 -0.017 0.036 -0.091 0.09
H -5.9621 5.3978 -3.3707 -0.030 0.034 -0.053 0.10
H -5.2483 2.1327 -5.6432 -0.013 0.007 -0.027 0.11
H -3.9696 3.2606 -5.3630 -0.010 0.038 -0.041 0.09
C 1.0137 -1.2015 -4.8814 0.052 -0.044 -0.092 -0.69
O 0.0955 -0.4885 -4.4965 0.055 0.065 0.295 -0.05
N 0.7920 -2.3727 -5.5404 -0.021 0.014 0.032 0.16
N 2.3250 -0.8751 -4.6826 -0.061 -0.020 0.072 0.15
H 1.5252 -2.9713 -5.8693 0.015 0.016 -0.012 0.10
H -0.1620 -2.6352 -5.7028 -0.009 0.005 -0.006 0.11
H 2.5200 -0.0128 -4.2107 0.008 0.031 -0.036 0.10
H 3.0899 -1.4436 -4.9928 -0.006 -0.008 -0.018 0.10
C 6.8519 -3.8895 3.9328 0.075 0.018 0.025 -0.66
O 5.7148 -4.0413 3.5091 0.011 -0.015 -0.069 0.01
N 7.5449 -2.7275 3.7573 -0.032 -0.019 -0.020 0.16
N 7.5093 -4.8717 4.6126 -0.037 0.004 -0.012 0.16
H 8.4762 -2.5820 4.0968 0.004 -0.016 0.012 0.10
H 7.0844 -1.9872 3.2630 -0.011 0.009 0.004 0.10
H 7.0239 -5.7370 4.7551 -0.003 -0.010 -0.006 0.11
H 8.4401 -4.7705 4.9691 0.006 0.017 -0.005 0.10

=====

Record 4
45
Properties=species:S:1:pos:R:3:forces:R:3:lowdin_charge:R:1 method="wB97M-V/def2-TZVPD" max_force_ev_per_a=1.60 e_tot_ev=-32672.230 orbital_gap_ev=7.034 relative_energy_kj_mol=41.5
N -0.8312 0.2357 -0.4642 0.172 -0.237 -0.227 0.25
H -0.0165 -0.0495 0.1007 -0.025 0.624 -0.080 0.07
H -1.3689 1.0283 -0.1066 -0.086 -0.078 0.513 0.09
H -1.4154 -0.6146 -0.4854 -0.739 -0.186 -0.111 -0.12
H -0.5716 0.5093 -1.4205 0.094 -0.168 0.216 0.08
I -3.2536 -2.3137 -0.1146 0.323 0.185 0.056 -0.46
C -0.2882 3.9335 0.1948 -0.447 0.467 0.484 -0.07
C -1.4027 3.6073 1.1983 0.763 -0.376 -0.676 -0.29
O -2.2938 2.6899 0.5575 -0.257 0.219 0.066 -0.11
H 0.0664 3.0268 -0.2900 0.184 0.011 0.054 0.06
H 0.5196 4.4475 0.7186 0.159 -0.257 -0.013 0.07
H -0.6256 4.6416 -0.5628 -0.188 -0.201 -0.111 0.07
H -1.9153 4.5251 1.4931 -0.051 -0.108 0.151 0.11
H -0.9669 3.0903 2.0596 -0.043 0.322 0.162 0.11
H -3.0625 2.5836 1.1301 -0.003 -0.193 -0.179 0.10
C 0.1460 -1.7332 4.7190 1.193 0.555 0.912 -0.26
C 0.8187 -1.4265 3.3883 -0.409 -0.287 -0.007 -0.24
O -0.1060 -0.7085 2.5645 0.239 -0.695 0.449 -0.09
O -1.0867 -2.3832 4.5293 -0.034 0.142 -0.311 -0.04
H 0.0618 -0.7799 5.2568 -0.479 0.032 -0.144 0.12
H 0.8035 -2.3238 5.3720 0.079 -0.210 -0.318 0.12
H 1.1590 -2.3651 2.9331 -0.274 -0.010 -0.240 0.11
H 1.7218 -0.8339 3.5395 -0.132 0.210 0.129 0.12
H -0.9374 -1.1740 2.7758 -0.123 0.330 -0.531 0.07
H -1.6680 -2.1448 5.2550 -0.125 -0.068 -0.058 0.10
C 1.9392 -2.3452 -0.2053 0.085 -0.622 -0.728 -0.23
C 2.4925 -0.9907 -0.5951 0.701 0.003 0.139 -0.22
O 1.8406 0.0463 0.1449 0.463 0.122 -0.512 -0.09
O 0.5604 -2.4590 -0.5325 0.212 0.496 -0.009 -0.10
H 2.1093 -2.5884 0.8437 0.130 0.185 0.063 0.11
H 2.4734 -3.0767 -0.8257 0.135 -0.117 0.246 0.12
H 2.5015 -0.8482 -1.6805 -1.178 0.297 0.051 0.11
H 3.5802 -0.8947 -0.4720 -0.051 -0.484 0.699 0.12
H 2.3799 0.1862 0.9276 -0.206 0.124 0.106 0.10
H 0.0372 -2.7814 0.2127 -0.068 0.063 -0.120 0.05
C -1.0277 0.1130 -3.9720 -0.694 -0.315 0.001 -0.20
C 0.2837 -0.6308 -4.1822 0.662 0.694 0.210 -0.22
O 1.0200 -0.2045 -5.3263 -0.104 0.148 -0.137 -0.07
O -0.9311 1.2363 -3.0866 0.476 0.033 -0.078 -0.09
H -1.7815 -0.5311 -3.5106 0.151 -0.235 -0.122 0.12
H -1.4334 0.4373 -4.9341 0.022 -0.041 -0.026 0.12
H 0.1911 -1.7173 -4.1586 -0.380 -0.006 -0.126 0.12
H 0.9519 -0.3495 -3.3647 -0.166 -0.195 0.218 0.10
H 0.4403 -0.1334 -6.0914 -0.039 -0.166 0.058 0.08
H -1.1146 2.0637 -3.5330 0.058 -0.008 -0.119 0.10

=====

Record 5
46
Properties=species:S:1:pos:R:3:forces:R:3:mulliken_spin:R:1 method="wB97M-V/def2-TZVPD" max_force_ev_per_a=4.42 multiplicity=2 charge=+1 e_tot_ev=-34711.067 orbital_gap_ev="10.487 / 6.290"
N -0.0313 1.2522 0.6361 0.242 0.905 0.762 0.02
H -0.9166 1.4548 0.1941 -1.142 -0.498 -0.313 0.00
H 0.0688 0.3981 1.1659 -0.024 -0.913 -0.210 0.01
H 0.1313 1.9662 1.3318 0.136 0.505 0.151 -0.03
H 0.6498 1.3825 -0.0982 0.599 -0.283 -0.157 -0.01
I -1.0155 3.3515 3.2217 -0.106 0.195 0.268 1.01
C -2.2060 1.8871 -2.2500 -0.284 0.105 -2.346 0.00
C -2.2571 3.3847 -2.1372 0.233 0.425 -0.433 0.00
O -2.3979 4.0490 -3.3828 -0.016 -0.263 0.197 0.00
O -2.2847 1.3926 -0.9848 0.144 -1.347 2.922 0.00
H -1.3123 1.4839 -2.7261 0.354 0.482 -0.352 0.00
H -3.0485 1.4092 -2.7498 -0.262 0.841 -0.864 0.00
H -1.3288 3.7197 -1.6746 0.104 -0.032 0.344 0.00
H -3.0735 3.6414 -1.4621 -0.159 0.104 -0.093 0.00
H -1.5780 4.5211 -3.5452 -0.127 0.059 -0.209 0.00
H -2.3764 0.4520 -1.1537 -0.064 -0.327 0.823 0.00
C -1.6463 -2.2236 0.1940 -0.770 -2.508 -0.406 0.00
C -1.6710 -3.6909 -0.2561 -2.389 -2.227 0.686 0.00
O -2.4153 -3.9092 -1.4852 0.185 1.578 -0.889 0.00
O -0.7509 -1.6824 -0.6809 1.593 2.774 -1.277 0.00
H -1.3243 -1.9882 1.2084 0.247 -0.639 0.023 0.00
H -2.6674 -1.8483 0.1266 -0.191 0.232 -0.292 0.00
H -2.3564 -4.3075 0.3254 0.845 0.115 1.619 0.00
H -0.7564 -4.2402 -0.4793 0.705 0.821 1.030 0.00
H -2.3840 -4.8635 -1.5852 -0.192 0.012 -0.352 0.00
H -1.0911 -1.7025 -1.5784 -0.320 -0.365 -0.128 0.00
C 2.3107 0.3679 -1.6105 1.489 0.058 -1.243 0.00
C 2.7274 1.8314 -1.6032 -1.094 0.442 1.125 0.00
O 2.1363 2.4471 -0.4066 0.165 -0.360 -0.677 0.00
O 0.9240 0.2321 -1.7351 -0.777 0.643 0.244 0.00
H 2.7183 -0.2104 -0.7813 0.018 0.102 0.207 0.00
H 2.6901 -0.0197 -2.5560 0.809 -0.218 0.122 0.00
H 2.2793 2.2744 -2.4926 0.128 0.226 -0.061 0.00
H 3.7907 2.0621 -1.5383 0.071 -0.711 -0.406 0.00
H 2.3637 3.3797 -0.3905 0.044 0.108 -0.038 0.00
H 0.7327 -0.7054 -1.8127 -0.061 -0.036 0.235 0.00
C 2.4646 -2.0868 3.6330 -0.527 -0.299 0.798 0.00
C 1.1764 -1.8870 2.8251 3.723 -1.294 -2.002 0.00
O 0.9968 -0.4925 2.6706 -1.897 0.124 0.951 0.00
O 2.0954 -1.9365 4.9941 0.137 0.178 0.620 0.00
H 3.2652 -1.3950 3.3711 -0.231 0.280 -0.320 0.00
H 2.9190 -3.0756 3.5707 -0.410 -0.217 -0.323 0.00
H 0.4241 -2.5764 3.2085 -0.593 0.831 0.151 0.00
H 1.4438 -2.1703 1.8071 -0.323 -0.627 -0.212 0.00
H 0.4239 -0.3151 3.4202 -0.130 0.989 0.268 0.00
H 2.1578 -1.0139 5.2518 0.119 0.033 0.057 0.00